Entry 1:
This record from the Open Molecules 2025 dataset describes a 33-piece molecular cluster, C19H98BFN6O34P2 overall. The level of theory is ωB97M-V with the def2-TZVPD basis set.

Last column: Löwdin charge in e.
Element x y z (Å)
C -5.275 -7.373 1.025  -0.14
C -4.101 -6.193 0.864  -0.25
C -2.699 -6.817 0.281  -0.22
C -1.492 -5.724 0.079  -0.21
C -1.215 -4.787 1.437  -0.18
C -0.331 -3.506 0.924  -0.20
C -0.473 -2.164 1.913  -0.16
C 0.329 -0.954 1.082  -0.06
C 1.966 -0.839 1.140  -0.06
C 2.850 -1.901 2.072  -0.08
C 3.096 -1.317 3.619  -0.56
N 3.965 -2.292 4.440  0.05
N 1.804 -1.140 4.393  0.04
N 3.817 0.014 3.647  0.03
C 2.727 0.356 0.254  -0.19
P 4.647 0.365 0.345  0.73
N 5.363 1.176 -0.877  -0.35
C 1.825 1.425 -0.654  -0.11
N 2.596 2.453 -1.433  0.09
C 1.720 3.374 -2.233  0.00
B 2.427 4.552 -3.184  -0.39
O 1.958 5.942 -2.926  0.03
O 3.449 4.160 -4.176  0.06
C 0.097 3.267 -2.187  -0.02
F -0.662 4.284 -3.007  -0.07
N -0.740 2.274 -1.429  0.11
C 0.200 1.360 -0.695  -0.11
C -0.514 0.137 0.196  -0.20
P -2.451 0.034 0.177  0.86
C -3.197 0.550 1.857  -0.32
C -3.059 -1.699 -0.349  -0.33
H -5.221 -8.142 0.139  0.07
H -5.073 -7.866 2.086  0.09
H -6.313 -6.799 1.087  0.05
H -4.438 -5.348 0.096  0.10
H -3.966 -5.754 1.963  0.10
H -2.298 -7.749 0.888  0.12
H -2.951 -7.236 -0.805  0.11
H -0.508 -6.294 -0.199  0.07
H -1.730 -4.985 -0.826  0.11
H -0.485 -5.445 2.113  0.09
H -2.200 -4.477 1.987  0.10
H 0.799 -3.806 0.872  0.10
H -0.674 -3.132 -0.142  0.10
H -1.588 -1.895 2.148  0.08
H 0.054 -2.454 2.917  0.08
H 3.896 -2.161 1.612  0.08
H 2.269 -2.913 2.214  0.10
H 3.970 -1.866 5.400  0.09
H 4.971 -2.186 4.114  0.07
H 1.959 -1.026 5.419  0.08
H 1.423 -0.212 4.070  0.09
H 3.437 0.696 2.954  0.05
H 4.849 -0.089 3.529  0.02
H 5.131 -1.018 0.223  0.02
H 5.136 1.005 1.572  -0.01
H 5.951 1.935 -0.437  -0.07
H 2.612 6.293 -2.246  0.09
H 4.109 3.584 -3.654  0.14
H -2.792 1.644 2.107  0.03
H -4.380 0.665 1.835  0.05
H -2.852 -0.137 2.767  0.05
H -2.629 -1.974 -1.417  0.07
H -2.908 -2.546 0.447  0.04
H -4.239 -1.608 -0.502  0.04
O 3.956 8.196 -2.245  -0.04
H 3.429 8.021 -3.039  0.04
H 3.587 9.022 -1.897  0.08
O -8.226 -6.097 0.095  -0.07
H -8.422 -5.602 -0.715  0.06
H -9.007 -5.955 0.651  0.02
O -3.656 3.113 -1.816  -0.08
H -2.723 2.953 -1.608  -0.03
H -3.763 4.068 -1.695  0.04
O 1.097 -6.997 1.262  -0.06
H 1.380 -7.920 1.347  0.05
H 1.923 -6.512 1.114  0.05
O 5.549 3.153 1.723  -0.08
H 5.094 3.942 1.394  0.05
H 6.239 3.507 2.305  0.05
O -6.119 -1.103 1.292  -0.07
H -6.315 -0.608 0.482  0.06
H -6.900 -0.961 1.848  0.04
O 2.645 7.679 0.214  -0.05
H 3.017 7.313 1.030  0.05
H 3.401 7.720 -0.390  0.00
O -2.797 5.521 -4.550  -0.07
H -2.294 5.058 -3.863  -0.01
H -2.115 5.863 -5.149  0.00
O -7.167 -4.092 2.072  -0.08
H -7.464 -4.618 1.314  -0.01
H -7.056 -4.744 2.780  0.01
O -0.409 6.783 0.664  -0.06
H -0.127 5.860 0.749  0.02
H 0.416 7.268 0.516  0.00
O 4.415 -4.843 6.563  -0.08
H 4.219 -4.348 5.753  -0.01
H 3.634 -4.701 7.119  0.03
O -7.265 -10.195 0.090  -0.07
H -6.333 -10.355 0.298  0.03
H -7.372 -9.239 0.212  0.01
O 6.634 -0.258 2.990  -0.10
H 7.137 -0.721 3.677  0.07
H 7.316 0.083 2.391  0.01
O 2.534 -8.386 3.517  -0.07
H 1.826 -7.937 4.003  0.04
H 3.275 -8.397 4.142  0.04
O 4.378 7.656 -5.549  -0.04
H 4.045 7.039 -4.880  0.02
H 4.208 7.205 -6.389  0.07
O 2.808 10.248 -5.958  -0.07
H 3.090 9.325 -5.873  0.01
H 3.633 10.733 -6.106  0.03
O -6.517 2.031 -3.247  -0.07
H -6.973 2.821 -3.576  0.04
H -5.828 2.385 -2.665  0.01
O -0.261 6.294 -5.059  -0.05
H 0.111 5.929 -4.242  0.01
H 0.496 6.335 -5.663  0.07
O 1.317 -5.515 -1.737  -0.06
H 1.020 -6.041 -2.495  0.05
H 1.428 -6.167 -1.029  0.00
O -4.373 -4.725 -2.224  -0.07
H -4.900 -4.900 -3.019  0.04
H -4.741 -3.899 -1.877  0.03
O 6.020 -3.768 1.884  -0.05
H 6.666 -3.128 1.547  0.04
H 5.530 -3.272 2.557  -0.01
O -10.967 -5.678 0.133  -0.05
H -11.493 -5.853 -0.661  0.06
H -11.335 -4.852 0.480  0.06
O -1.836 3.615 2.195  -0.07
H -2.292 4.405 1.866  0.05
H -1.147 3.969 2.777  0.04
O -7.865 -4.857 4.815  -0.06
H -8.321 -4.068 4.486  0.04
H -7.175 -4.503 5.397  0.05
O 6.712 10.282 -2.896  -0.06
H 6.957 9.960 -2.015  0.04
H 6.030 9.661 -3.191  0.01
O 0.662 -5.042 4.282  -0.06
H 1.308 -4.403 3.945  0.02
H 0.172 -4.546 4.956  0.05
O 3.816 -2.272 -1.847  -0.07
H 4.462 -1.633 -2.184  0.03
H 3.327 -1.776 -1.173  -0.02
O 3.677 12.997 -4.959  -0.06
H 3.921 12.675 -4.078  0.04
H 2.995 12.375 -5.254  0.01
O -0.403 3.505 -6.292  -0.05
H -1.111 3.954 -5.806  0.01
H 0.338 3.494 -5.668  0.02
O -5.664 -0.077 4.190  -0.06
H -5.996 -0.694 4.858  0.04
H -5.833 -0.528 3.349  -0.01
O 8.521 0.956 0.949  -0.05
H 8.065 1.745 0.620  0.04
H 9.210 1.310 1.531  0.06
O 3.980 10.800 -8.840  -0.07
H 3.784 11.295 -9.650  0.04
H 3.199 10.942 -8.284  0.02

**2S+1**: 1
**Charge**: 0
**Energy**: -121805.624 eV
**Largest force on an atom**: 7.8 eV/Å

---

Entry 2:
This record from the Open Molecules 2025 dataset describes an isolated ion of composition C19H9F4N2O6 and charge -1. The level of theory is ωB97M-V with the def2-TZVPD basis set.

Last column: Löwdin charge in e.
Element x y z (Å)
F -1.841 -1.690 2.277  0.06
C -0.538 -2.007 2.041  -0.14
C -0.174 -3.299 2.229  -0.12
F -1.100 -4.191 2.621  0.09
C 1.179 -3.830 1.983  -0.37
O 1.444 -5.033 2.164  -0.03
C 2.112 -2.904 1.425  -0.18
F 3.285 -3.337 0.958  0.07
C 1.828 -1.557 1.218  -0.35
F 2.507 -0.938 0.202  0.10
C 0.334 -0.983 1.502  -0.28
O 1.519 -0.700 2.257  0.10
C -0.223 0.057 0.717  -0.15
C -0.699 -0.406 -0.677  -0.11
C -0.636 -1.755 -1.042  0.03
C -1.336 -2.227 -2.155  0.04
C -2.097 -1.336 -2.924  -0.17
N -3.044 -1.839 -3.863  -0.32
O -3.764 -1.013 -4.471  0.04
O -3.141 -3.077 -4.028  0.05
C -2.056 0.041 -2.653  0.01
C -1.383 0.494 -1.528  -0.01
C 0.574 1.385 0.692  -0.12
C 1.124 1.919 -0.482  -0.02
C 1.523 3.249 -0.541  0.02
C 1.366 4.054 0.599  -0.17
N 1.312 5.473 0.471  -0.33
O 1.078 6.148 1.501  0.04
O 1.464 5.987 -0.659  0.04
C 0.995 3.491 1.831  0.02
C 0.599 2.156 1.866  0.01
H -1.154 0.292 1.262  0.17
H -0.027 -2.455 -0.466  0.12
H -1.338 -3.282 -2.410  0.12
H -2.611 0.701 -3.314  0.12
H -1.405 1.561 -1.308  0.12
H 1.215 1.287 -1.363  0.13
H 1.886 3.704 -1.458  0.12
H 0.948 4.129 2.707  0.12
H 0.278 1.732 2.820  0.13

**2S+1**: 1
**Charge**: -1
**Energy**: -45977.722 eV
**Largest force on an atom**: 4.7 eV/Å
**Energy above the lowest of the compared OMol25 structures with the same formula, charge and spin**: 0.000 eV

---

Entry 3:
This record from the Open Molecules 2025 dataset describes C20H10N4S2Zn as an isolated structure. The level of theory is ωB97M-V with the def2-TZVPD basis set.

Last column: Löwdin charge in e.
Element x y z (Å)
Zn 0.341 0.334 -0.775  0.41
S 2.626 0.197 -0.439  0.59
C 2.789 1.776 0.303  -0.69
C 3.997 2.036 0.955  -0.08
C 4.244 3.235 1.602  -0.19
C 5.481 3.433 2.293  -0.18
N 6.472 3.574 2.859  0.16
C 3.259 4.236 1.584  -0.19
C 2.067 3.995 0.921  -0.08
C 1.799 2.781 0.285  -0.69
S 0.230 2.630 -0.482  0.59
C 3.464 5.486 2.248  -0.18
N 3.607 6.491 2.788  0.16
H 4.757 1.267 0.953  0.11
H 1.311 4.768 0.895  0.11
C -4.136 0.734 -0.651  -0.02
C -2.761 1.000 -0.647  -0.11
N -1.858 0.044 -0.704  0.05
C -2.262 -1.240 -0.750  -0.14
C -3.615 -1.606 -0.763  -0.14
C -4.563 -0.568 -0.718  0.01
C -3.973 -2.993 -0.808  -0.01
C -3.022 -3.953 -0.820  -0.01
C -1.631 -3.611 -0.787  -0.14
C -0.603 -4.569 -0.765  0.01
C 0.704 -4.157 -0.706  -0.02
C 0.984 -2.785 -0.688  -0.11
N 0.037 -1.872 -0.725  0.05
C -1.251 -2.261 -0.763  -0.14
H -4.836 1.555 -0.599  0.12
H -2.387 2.015 -0.591  0.07
H -5.618 -0.808 -0.735  0.12
H -5.023 -3.255 -0.826  0.12
H -3.296 -5.000 -0.846  0.12
H -0.853 -5.622 -0.790  0.12
H 1.518 -4.866 -0.670  0.11
H 2.003 -2.421 -0.636  0.07

**2S+1**: 1
**Charge**: 0
**Energy**: -96953.363 eV
**Largest force on an atom**: 0.6 eV/Å
**Energy above the lowest of the compared OMol25 structures with the same formula, charge and spin**: 0.058 eV

---

Entry 4:
This record from the Open Molecules 2025 dataset describes C20H12AsF6N2O4SZn as an isolated structure. The level of theory is ωB97M-V with the def2-TZVPD basis set.

Last column: Löwdin charge in e.
Element x y z (Å)
Zn 0.124 0.305 0.467  0.81
O 2.564 -1.775 -2.680  0.15
C 1.840 -1.013 -1.867  -0.46
O 0.675 -1.208 -1.615  0.10
C 2.608 0.123 -1.280  -0.18
C 3.922 0.421 -1.567  0.03
C 4.509 1.489 -0.892  -0.01
C 3.779 2.201 0.038  0.04
C 2.466 1.816 0.281  -0.14
N 1.911 0.817 -0.383  0.10
C 1.577 2.488 1.328  -0.59
O 1.900 3.588 1.733  0.08
O 0.540 1.804 1.669  -0.08
H 2.010 -2.522 -2.959  0.15
H 4.470 -0.175 -2.281  0.13
H 5.542 1.747 -1.087  0.12
H 4.192 3.029 0.595  0.13
S -4.246 -0.355 -0.446  1.17
C -3.495 -1.893 -0.196  -0.45
C -4.088 -3.150 -0.251  -0.08
C -3.284 -4.246 -0.015  -0.07
C -1.922 -4.086 0.262  -0.05
C -1.335 -2.840 0.313  0.00
C -2.139 -1.722 0.087  -0.26
N -1.744 -0.378 0.108  0.04
C -2.739 0.425 -0.160  -0.49
C -2.626 1.882 -0.221  -0.23
C -3.702 2.713 -0.562  -0.05
C -3.536 4.086 -0.591  -0.07
C -2.313 4.666 -0.271  -0.05
C -1.226 3.867 0.081  -0.05
C -1.442 2.521 0.058  0.08
H -5.141 -3.261 -0.466  0.11
H -3.713 -5.238 -0.044  0.11
H -1.309 -4.958 0.448  0.11
H -0.285 -2.737 0.526  0.08
H -4.668 2.286 -0.805  0.09
H -4.375 4.716 -0.855  0.11
H -2.207 5.743 -0.280  0.11
H -0.274 4.288 0.381  0.11
F 1.074 -1.316 1.277  -0.31
As 2.508 -2.245 1.960  0.76
F 3.521 -1.028 1.248  -0.22
F 2.360 -1.290 3.376  -0.22
F 3.848 -3.129 2.544  -0.21
F 1.363 -3.380 2.560  -0.23
F 2.509 -3.076 0.434  -0.24

**2S+1**: 2
**Charge**: 0
**Energy**: -168506.981 eV
**Largest force on an atom**: 0.3 eV/Å
**Energy above the lowest of the compared OMol25 structures with the same formula, charge and spin**: 0.008 eV

---

charge of number 3 (C20H10N4S2Zn)? 0

---

What is the energy in the first record? -121805.624 eV

---

Which value of 2S+1 does entry 4 give? 2